(1)
Computed, not measured: a 2-piece molecular cluster, C3H10N2S overall at a distorted geometry, with ωB97M-V/def2-TZVPD.

Geometry as XYZ:
```
16
Properties=species:S:1:pos:R:3:forces:R:3:nbo_charge:R:1
H -2.6365 0.1481 2.0169 0.2 0.4 -0.1 0.21
H 2.4189 -1.5006 -1.6356 0.6 0.9 -0.9 0.40
H -2.8740 -1.0487 0.8232 -0.3 0.0 -0.5 0.21
H -1.3134 -0.7812 1.4083 0.9 0.2 -0.2 0.21
N 2.7262 -0.5918 -1.2967 -3.0 -1.9 4.0 -0.83
C 2.2103 -0.2731 -0.0196 2.1 2.0 -0.6 0.30
C -2.0272 0.8212 -0.0373 -0.5 -2.6 0.1 -0.50
H -2.8931 1.4029 -0.3075 -0.6 0.0 0.5 0.22
H 3.1434 0.2188 -1.6443 0.7 0.8 -1.7 0.42
H -1.2408 1.4745 0.1491 1.3 1.2 0.6 0.22
S -1.6227 -0.0151 -1.6034 -2.2 1.3 -1.2 -0.03
H -0.6240 -0.6198 -1.1512 2.4 -1.4 0.9 0.08
N 2.3805 0.9777 0.3382 0.3 -2.3 -2.0 -0.80
H 1.8452 -1.1145 0.6074 0.3 0.4 -0.4 0.15
C -2.1949 -0.2512 1.0960 -1.2 0.9 0.0 -0.63
H 2.7021 1.1528 1.2565 -0.9 0.0 1.5 0.36
```
Positions in Å, forces in eV/Å.

Calculated values
Energy above the lowest of the compared OMol25 structures with the same formula, charge and spin, eV: 1.4780
LUMO level, eV: 0.807
2S+1: 1
E_tot, eV: -17087.12634
SMILES string: [H]/N=C/N.CCS



(2)
Computed, not measured: one molecule with the formula C3H10N2S2 at a distorted geometry, with ωB97M-V/def2-TZVPD.

Geometry as XYZ:
```
17
Properties=species:S:1:pos:R:3:forces:R:3:nbo_charge:R:1
H 1.2782 0.6078 -1.4091 0.1 0.1 0.1 0.36
N -2.3432 0.5947 -0.7873 -0.3 0.2 0.1 -0.85
H -0.2009 -1.0996 -0.9102 -0.5 0.1 0.3 0.17
N 0.4681 0.9155 -0.8795 -0.4 -0.5 -0.2 -0.85
H 1.2308 0.2228 1.3540 -0.2 0.0 0.2 0.23
S 2.1897 -1.7698 0.6094 0.1 -0.1 -0.3 0.10
H -0.2266 1.1858 -1.5741 0.1 0.2 0.0 0.37
H -1.3017 1.0456 0.9725 -0.1 0.1 0.3 0.20
H -2.9382 -0.1739 -1.0779 0.2 0.0 0.0 0.36
C 0.7847 -0.6858 0.9426 -0.1 0.6 0.3 -0.56
S 3.5714 -0.5124 -0.3029 -0.4 -0.2 0.3 -0.14
H 0.2104 -1.1623 1.7495 0.2 -0.1 -0.2 0.23
H -1.9533 -0.6318 0.8788 0.1 0.1 0.4 0.18
H 3.8286 0.2029 0.8035 0.2 0.1 -0.1 0.13
H -2.9820 1.3265 -0.5002 0.1 0.0 0.0 0.36
C -0.1329 -0.2548 -0.2020 1.1 0.0 -0.3 -0.08
C -1.4833 0.1888 0.3329 -0.2 -0.5 -0.7 -0.23
```
Positions in Å, forces in eV/Å.

Calculated values
Energy above the lowest of the compared OMol25 structures with the same formula, charge and spin, eV: 0.0395
LUMO level, eV: 0.599
2S+1: 1
E_tot, eV: -27923.90542
SMILES string: NC[C@@H](N)CSS



(3)
Computed, not measured: a 2-piece molecular cluster, C3H10N3 overall at a distorted geometry, with ωB97M-V/def2-TZVPD.

Geometry as XYZ:
```
16
Properties=species:S:1:pos:R:3:forces:R:3:nbo_charge:R:1
H -3.8754 -0.1492 -0.5341 -0.5 -0.8 -1.1 0.21
H 1.0847 -0.0438 0.5234 1.6 0.4 -0.7 0.26
N 2.7398 -1.2314 -0.0202 2.1 -0.7 -2.0 -0.72
H -3.7440 0.8979 0.7459 0.6 1.1 0.3 0.22
C 2.2292 -0.0684 0.2031 -3.8 -0.7 1.9 0.34
N -1.7784 0.3486 -0.3215 -1.3 -0.2 1.9 -0.49
H 3.8771 1.1425 -0.3244 -2.8 -0.6 1.0 0.42
H -3.0916 -0.6552 0.9277 0.2 -2.4 1.8 0.20
C -0.6863 0.0510 0.3495 -1.8 0.3 -1.4 -0.11
H -1.0335 -0.4572 1.2446 -0.1 0.0 0.6 0.12
C -3.2283 0.0966 0.2592 1.9 1.8 -2.2 -0.41
H -1.7728 0.7568 -1.2517 0.3 0.1 0.3 0.40
H 2.4059 1.8902 0.1361 -1.5 2.1 0.5 0.42
H 3.5110 -1.1443 -0.6986 -0.1 -1.0 0.7 0.40
N 2.8362 1.0393 0.0340 5.4 0.0 -1.9 -0.70
H 2.2197 -2.1028 -0.0456 -0.1 0.5 0.2 0.44
```
Positions in Å, forces in eV/Å.

Calculated values
Energy above the lowest of the compared OMol25 structures with the same formula, charge and spin, eV: 3.7907
LUMO level, eV: -2.792
Total charge: +1
2S+1: 1
E_tot, eV: -7734.47371



(4)
Computed, not measured: a 2-piece molecular cluster, C3H10N3 overall at a distorted geometry, with ωB97M-V/def2-TZVPD.

Geometry as XYZ:
```
16
Properties=species:S:1:pos:R:3:forces:R:3:nbo_charge:R:1
C -1.8637 -0.1262 -0.3735 -1.3 0.2 -2.5 0.18
N -3.0931 0.0998 0.2783 2.4 -0.7 0.9 -0.73
N 1.6035 -0.7922 -0.7658 -0.1 -1.6 -0.2 -0.53
H 3.4834 0.1372 -0.2332 -2.1 -0.5 0.2 0.29
C 1.5864 1.2717 0.3874 1.3 2.7 -1.0 -0.65
H 0.5662 -0.8402 -0.4065 -0.1 0.5 -0.7 0.34
C 2.3708 -0.0488 0.1263 1.0 3.6 1.1 -0.28
H 1.9721 -1.7395 -0.6698 -0.4 -0.4 -0.5 0.38
N -0.8269 -0.5037 0.2756 -1.4 0.1 -0.4 -0.10
H 2.1777 2.2006 0.7657 -0.6 -2.0 -0.4 0.25
H 0.8287 1.0703 1.1343 -0.2 0.1 0.0 0.23
H 1.1296 1.7305 -0.5624 0.5 -1.1 1.2 0.22
H -4.0140 -0.0681 -0.0803 0.0 0.0 -1.3 0.44
H 2.5109 -0.4840 1.1233 0.2 -0.6 -0.1 0.23
H -3.0840 -0.2782 1.2231 0.2 0.4 0.1 0.41
H -1.9162 0.0631 -1.6518 0.6 -0.5 3.6 0.32
```
Positions in Å, forces in eV/Å.

Calculated values
Energy above the lowest of the compared OMol25 structures with the same formula, charge and spin, eV: 7.6104
LUMO level, eV: -8.757
Total charge: +1
2S+1: 1
E_tot, eV: -7730.65404



(5)
Computed, not measured: a 2-piece molecular cluster, C3H10N3O overall at a distorted geometry, with ωB97M-V/def2-TZVPD.

Geometry as XYZ:
```
17
Properties=species:S:1:pos:R:3:forces:R:3:nbo_charge:R:1
N 0.6146 1.9900 -1.5963 -0.3 -0.2 -0.5 -0.91
H 1.5612 1.6431 -1.6499 0.2 -0.1 0.2 0.34
C 0.1581 -1.7291 0.1099 -0.6 0.7 0.1 0.25
H 0.3041 -0.6885 -0.2057 0.4 0.0 0.0 0.22
C 0.2990 2.2316 -0.1554 0.9 0.0 0.5 0.14
H 1.1771 -3.4355 0.3885 -0.1 0.0 0.0 0.36
H 0.5761 2.8307 -2.1613 -0.1 0.3 0.0 0.31
O 0.7828 1.2384 0.6038 -0.6 0.0 -0.3 -0.95
H -0.8048 2.4200 -0.1549 -0.1 -0.3 0.2 0.06
N 1.1694 -2.6122 -0.1958 -0.1 -0.6 0.0 -0.83
N -0.8921 -2.0609 0.7402 0.2 -0.2 0.2 -0.55
H 2.0681 -2.1824 -0.2494 0.4 0.3 -0.1 0.37
H -1.8836 -0.8471 2.1094 0.0 0.2 0.1 0.18
C -1.7626 -0.9258 1.0319 -0.2 -0.2 -0.6 -0.43
H -2.7524 -1.0823 0.5903 -0.1 -0.1 0.1 0.16
H 0.7460 3.2096 0.1803 -0.1 0.2 -0.3 0.04
H -1.3608 0.0002 0.6142 0.1 0.2 0.3 0.22
```
Positions in Å, forces in eV/Å.

Calculated values
Energy above the lowest of the compared OMol25 structures with the same formula, charge and spin, eV: 1.3047
LUMO level, eV: 4.335
Total charge: -1
2S+1: 1
E_tot, eV: -9790.51076



(6)
Computed, not measured: C3H10N3O as an isolated structure at a distorted geometry, with ωB97M-V/def2-TZVPD.

Geometry as XYZ:
```
17
Properties=species:S:1:pos:R:3:forces:R:3:nbo_charge:R:1
H 2.7019 2.1532 -1.2433 0.0 0.1 -0.2 0.33
O 0.4377 1.8785 0.3143 0.1 0.0 0.0 -0.87
H -0.8781 -2.9936 1.5581 0.2 -0.1 0.0 0.34
N -1.5507 -2.8289 0.8245 -0.2 0.2 -0.1 -0.86
H -0.4270 -2.1797 -0.9013 0.1 0.3 -0.1 0.15
H 1.6062 0.4205 -0.4979 0.2 -0.1 0.1 0.12
N -1.3053 0.5084 -0.8481 0.7 -0.4 -0.6 -0.97
C -1.1216 -1.8346 -0.1410 -0.1 -0.3 0.2 -0.19
H -0.4317 1.2179 -0.2815 0.1 0.0 0.0 0.46
H -2.3436 -0.4166 0.7287 -0.1 -0.4 -0.1 0.13
H -2.1237 1.0702 -1.0265 -0.2 0.2 0.3 0.33
N 2.7387 2.1471 -0.2348 0.3 -0.3 0.1 -0.88
H 1.9461 0.8308 1.2060 0.2 0.0 0.0 0.10
C -1.6270 -0.5979 -0.0897 -0.5 0.6 0.3 0.04
H 2.4605 3.0793 0.0429 -0.1 0.1 0.1 0.35
C 1.6600 1.2502 0.2295 -0.8 0.1 -0.2 0.11
H -1.7425 -3.7049 0.3601 0.1 -0.1 0.1 0.34
```
Positions in Å, forces in eV/Å.

Calculated values
Energy above the lowest of the compared OMol25 structures with the same formula, charge and spin, eV: 1.6020
LUMO level, eV: 4.168
Total charge: -1
2S+1: 1
E_tot, eV: -9790.21350



(7)
Computed, not measured: a 2-piece molecular cluster, C3H10N3O overall at a distorted geometry, with ωB97M-V/def2-TZVPD.

Geometry as XYZ:
```
17
Properties=species:S:1:pos:R:3:forces:R:3:nbo_charge:R:1
O 0.3408 -0.7103 1.3642 0.8 -0.4 0.3 -0.27
C -1.1320 0.8987 -1.2408 0.8 0.4 -0.3 0.58
H 2.0126 -1.7616 3.0943 0.4 0.0 0.4 0.21
C 2.5079 -1.1343 2.3533 -1.5 -0.1 -0.5 -0.63
H -1.9120 -1.0052 -1.1146 0.0 0.1 -0.1 0.38
N -1.9591 1.1893 -2.3288 -0.7 -0.1 0.4 -0.83
H 0.4444 1.2743 -0.2736 -0.1 0.2 0.2 0.32
H 2.4548 -0.1031 2.6956 0.5 0.0 0.1 0.22
H -0.8029 -0.5746 0.1811 -0.7 0.3 -1.2 0.42
H 1.4678 -2.3412 0.9281 -0.4 0.2 -0.3 0.23
N -0.1912 1.7193 -0.9302 -0.2 -0.2 -0.1 -0.79
H -1.9060 2.1608 -2.6006 0.3 0.0 0.0 0.39
N -1.3752 -0.3012 -0.6410 0.0 -0.4 0.5 -0.87
C 1.5710 -1.2570 1.1348 1.1 -0.1 0.6 -0.15
H 2.0482 -0.8685 0.2131 -0.5 0.1 0.0 0.22
H 3.4990 -1.5100 2.1320 0.2 0.2 0.1 0.22
H -2.9211 0.9645 -2.1036 0.0 -0.1 -0.2 0.36
```
Positions in Å, forces in eV/Å.

Calculated values
Energy above the lowest of the compared OMol25 structures with the same formula, charge and spin, eV: 0.6910
LUMO level (spin up / spin down), eV: 0.844 / -2.437
2S+1: 2
E_tot, eV: -9788.86514



(8)
Computed, not measured: C3H10N3O as an isolated structure at a distorted geometry, with ωB97M-V/def2-TZVPD.

Geometry as XYZ:
```
17
Properties=species:S:1:pos:R:3:forces:R:3:nbo_charge:R:1
H 1.6388 -2.3091 0.6525 -0.9 1.3 0.0 0.30
H 3.1307 2.1983 1.2199 -0.6 -0.3 -1.0 0.26
H -5.3209 -1.0335 -1.4290 0.5 0.0 0.8 0.35
O -2.8912 -0.1896 0.5764 0.2 -0.1 -0.1 -0.24
N -4.4065 -1.3369 -1.0459 0.4 1.4 0.4 -0.84
H 0.7043 -1.7151 -0.6973 -0.4 -0.4 0.0 0.28
H 1.6994 3.0889 0.3602 1.4 -2.7 0.6 0.26
N -4.0081 -0.2154 0.3451 -0.8 -1.7 -2.6 0.39
C 1.8654 -0.2704 0.0150 2.4 0.4 1.0 0.31
H 2.7608 2.1717 -0.5905 1.4 -0.3 -1.4 0.24
H 0.5900 0.9099 0.8875 2.4 0.6 -0.4 0.44
H 0.1286 -1.1316 0.8836 0.5 -0.5 0.0 0.25
H 2.8835 -0.4120 -0.4438 -1.2 0.2 0.2 0.24
H -3.7932 -1.3227 -1.9080 -0.2 0.4 1.5 0.34
C 2.3964 2.0869 0.3816 -1.8 3.8 1.4 -0.46
N 1.5996 0.8954 0.4859 -3.2 -1.1 0.4 -0.43
C 1.0224 -1.4149 0.3067 0.1 -1.0 -0.8 -0.71
```
Positions in Å, forces in eV/Å.

Calculated values
Energy above the lowest of the compared OMol25 structures with the same formula, charge and spin, eV: 6.6593
LUMO level (spin up / spin down), eV: -4.720 / -4.720
Total charge: +1
2S+1: 1
E_tot, eV: -9779.64075



(9)
Computed, not measured: a 3-piece molecular cluster, C3H10N3O overall at a distorted geometry, with ωB97M-V/def2-TZVPD.

Geometry as XYZ:
```
17
Properties=species:S:1:pos:R:3:forces:R:3:nbo_charge:R:1
H 0.3944 1.9238 2.8536 -0.7 -0.3 -1.9 0.14
N 0.1234 -0.6446 -0.9934 4.0 -3.2 -0.6 -0.80
H 2.6803 -3.1588 -1.8167 -0.6 1.2 1.5 0.43
H 1.5451 -3.3766 -0.5792 0.6 0.1 -0.1 0.39
H -2.7558 -1.0007 -2.5397 0.1 0.0 -0.4 0.46
N -2.0722 -1.1337 -1.8212 1.3 -0.1 0.4 -0.56
H 0.3978 0.0832 -0.3527 -0.7 1.3 0.8 0.49
C -0.0678 1.7601 1.7749 0.7 -0.5 1.1 0.49
H -1.7952 2.6950 2.4899 0.6 -0.2 -1.5 0.27
H -1.8059 2.7372 0.6666 -0.2 -0.2 -1.1 0.25
N 2.1221 -2.6806 -1.0570 -0.9 0.0 -0.4 -1.09
H -0.6152 3.6559 1.7576 -0.7 -0.2 -0.8 0.27
H 2.5916 -2.0871 -0.3682 0.7 -0.9 -0.5 0.40
H 0.9570 -1.4740 -1.0470 -1.1 0.8 -0.7 0.47
C -0.9397 -0.9132 -1.5376 -3.6 0.5 -0.3 0.75
C -1.1785 2.7136 1.5129 0.8 0.8 3.9 -0.74
O 0.4186 0.9005 1.0575 -0.3 0.9 0.6 -0.62
```
Positions in Å, forces in eV/Å.

Calculated values
Energy above the lowest of the compared OMol25 structures with the same formula, charge and spin, eV: 3.3760
LUMO level, eV: -2.879
Total charge: +1
2S+1: 1
E_tot, eV: -9782.92403



(10)
Computed, not measured: a 2-piece molecular cluster, C3H10N3O overall at a distorted geometry, with ωB97M-V/def2-TZVPD.

Geometry as XYZ:
```
17
Properties=species:S:1:pos:R:3:forces:R:3:nbo_charge:R:1
C -1.0916 0.8279 -0.8838 0.0 2.1 2.2 0.79
H 0.2088 2.1549 -0.0618 0.0 0.2 -0.4 0.43
N -0.1212 -0.0178 -1.2730 0.0 -0.6 -0.7 -0.89
H 2.7949 -0.6430 1.7449 -0.2 -0.3 -0.1 0.15
H 0.5555 0.3599 -1.9287 0.1 0.2 0.2 0.43
C 1.9269 -1.0292 1.1677 0.5 0.5 0.2 0.46
O 2.0083 -1.0470 -0.0441 -0.3 0.0 0.4 -0.55
H -1.4554 2.5682 0.1004 -0.1 0.3 -0.3 0.43
H -3.0104 1.2098 -1.3593 0.0 -0.2 -0.3 0.42
H -2.8145 0.5669 0.1277 0.0 0.0 0.0 0.41
H 0.2987 -2.3483 1.5104 0.0 0.2 0.1 0.26
N -0.7506 2.0031 -0.3515 0.0 -1.2 -0.1 -0.67
C 0.6943 -1.4180 1.9317 0.0 -0.2 -0.2 -0.74
H -0.0748 -0.6358 1.8407 0.2 -0.1 0.0 0.22
N -2.4661 0.5349 -0.8262 0.2 -0.5 -0.3 -0.86
H 0.9134 -1.5402 2.9880 0.0 -0.1 0.0 0.25
H 0.4201 -0.5382 -0.5325 -0.5 -0.2 -0.8 0.46
```
Positions in Å, forces in eV/Å.

Calculated values
Energy above the lowest of the compared OMol25 structures with the same formula, charge and spin, eV: 2.9968
LUMO level, eV: -4.990
Total charge: +1
2S+1: 1
E_tot, eV: -9783.30321



Question: Which formula does entry 9 have?
Answer: C3H10N3O



Question: Look up the energy above the lowest of the compared OMol25 structures with the same formula, charge and spin of the fifth one.
Answer: 1.3047 eV